{
  "formula": "C28H44I2N2O4",
  "method": "ωB97M-V with the def2-TZVPD basis set",
  "fmax_ev_per_a": 6.2,
  "gap_ev": 7.2,
  "lumo_energy_ev": -1.16,
  "smiles": "CCOCCOCCOCc1cnc2c([C@H](I)CC)cc(CC(=O)I)c(CC)c2n1.CCCCCC",
  "homo_energy_ha": -0.307,
  "spin_multiplicity": 1,
  "total_energy_ha": -2098.83070,
  "elements": ["C", "C", "O", "C", "C", "O", "C", "C", "O", "C", "C", "C", "N", "C", "C", "C", "I", "C", "C", "C", "C", "C", "C", "O", "I", "C", "C", "C", "C", "N", "H", "H", "H", "H", "H", "H", "H", "H", "H", "H", "H", "H", "H", "H", "H", "H", "H", "H", "H", "H", "H", "H", "H", "H", "H", "H", "H", "H", "H", "H", "C", "C", "C", "C", "C", "C", "H", "H", "H", "H", "H", "H", "H", "H", "H", "H", "H", "H", "H", "H"],
  "coordinates": [[-5.744, -2.450, 4.102], [-4.315, -2.358, 4.867], [-3.709, -1.048, 4.708], [-2.488, -1.100, 3.928], [-1.518, 0.072, 4.513], [-0.196, 0.034, 3.932], [-0.123, 0.748, 2.671], [1.107, 1.779, 2.682], [2.399, 1.203, 2.370], [2.473, 0.716, 1.015], [2.360, 1.884, -0.103], [2.742, 3.352, 0.251], [2.693, 4.480, -0.622], [2.269, 4.035, -1.925], [2.169, 5.150, -3.055], [2.477, 6.714, -2.743], [0.653, 7.911, -3.021], [3.758, 7.283, -3.528], [3.548, 7.527, -5.104], [1.753, 4.796, -4.529], [1.429, 3.301, -4.947], [1.062, 3.027, -6.480], [-0.463, 3.415, -6.852], [-0.810, 3.953, -7.929], [-1.987, 2.996, -5.318], [1.496, 2.238, -3.826], [1.127, 0.727, -4.205], [2.446, -0.053, -4.690], [1.912, 2.583, -2.332], [1.933, 1.483, -1.403], [-6.362, -3.303, 4.583], [-5.577, -2.659, 2.974], [-6.336, -1.478, 4.250], [-4.562, -2.461, 5.997], [-3.617, -3.235, 4.622], [-2.776, -0.926, 2.828], [-1.887, -2.077, 4.059], [-2.053, 1.083, 4.433], [-1.385, -0.125, 5.648], [-0.125, 0.003, 1.803], [-1.083, 1.389, 2.540], [1.187, 2.177, 3.768], [0.810, 2.679, 2.040], [3.535, 0.268, 0.884], [1.744, -0.126, 0.760], [3.078, 3.554, 1.338], [2.722, 6.806, -1.614], [4.628, 6.530, -3.401], [4.039, 8.291, -3.028], [2.468, 7.712, -5.426], [4.169, 8.437, -5.403], [3.888, 6.572, -5.668], [1.672, 5.589, -5.354], [1.336, 1.959, -6.834], [1.727, 3.749, -7.099], [0.317, 0.697, -5.029], [0.692, 0.161, -3.298], [2.245, -1.181, -4.819], [2.897, 0.374, -5.652], [3.229, 0.027, -3.845], [-2.393, -4.172, 1.585], [-2.751, -5.647, 1.700], [-2.598, -6.197, 3.120], [-1.176, -6.153, 3.688], [-0.121, -6.890, 2.862], [-0.383, -8.386, 2.747], [-1.346, -3.989, 1.837], [-2.554, -3.825, 0.561], [-3.019, -3.567, 2.248], [-2.145, -6.228, 0.997], [-3.793, -5.779, 1.388], [-2.967, -7.228, 3.139], [-3.255, -5.631, 3.791], [-1.195, -6.577, 4.699], [-0.863, -5.110, 3.807], [0.856, -6.745, 3.338], [-0.042, -6.453, 1.862], [-0.422, -8.852, 3.736], [0.418, -8.866, 2.179], [-1.324, -8.593, 2.231]],
  "lowdin_charge": [-0.092, -0.257, -0.198, -0.181, -0.179, -0.180, -0.173, -0.168, -0.175, -0.156, -0.136, -0.029, 0.089, -0.121, -0.140, -0.692, 0.756, -0.291, -0.163, 0.025, -0.168, -0.153, -0.711, -0.048, 0.777, -0.083, -0.237, -0.124, -0.100, 0.123, 0.080, 0.075, 0.080, 0.124, 0.101, 0.135, 0.128, 0.130, 0.143, 0.126, 0.136, 0.152, 0.119, 0.146, 0.120, 0.127, 0.072, 0.124, 0.111, 0.029, 0.076, 0.079, 0.093, 0.126, 0.132, 0.080, 0.109, 0.079, 0.071, 0.080, -0.110, -0.264, -0.226, -0.228, -0.272, -0.115, 0.069, 0.074, 0.047, 0.100, 0.106, 0.102, 0.098, 0.110, 0.097, 0.105, 0.098, 0.076, 0.070, 0.065]
}